# 1
Computed, not measured: a 9-piece molecular cluster, C26H73N3O13 overall at a distorted geometry, with ωB97M-V with the def2-TZVPD basis set.

Structure (XYZ):
```
115
C26H73N3O13 ωB97M-V with the def2-TZVPD basis set
C -23.331 -1.644 -11.125
O -23.795 -2.919 -10.850
C -24.892 -2.977 -9.869
C -25.375 -4.466 -9.749
C -25.941 -5.018 -10.991
N -26.380 -4.672 -8.631
H -22.410 -1.691 -11.701
H -23.121 -1.151 -10.191
H -24.083 -1.053 -11.615
H -24.558 -2.416 -9.000
H -25.810 -2.427 -10.197
H -24.587 -5.125 -9.439
H -25.206 -5.113 -11.744
H -26.818 -4.437 -11.224
H -26.433 -5.997 -10.786
H -27.145 -4.018 -8.637
H -25.934 -4.573 -7.692
C -27.045 -3.063 -2.575
O -26.909 -4.377 -3.151
C -26.740 -4.406 -4.584
C -26.476 -5.840 -4.992
C -27.724 -6.733 -4.917
N -25.407 -6.524 -4.314
H -26.179 -2.432 -2.886
H -27.022 -3.279 -1.534
H -28.004 -2.641 -2.862
H -27.719 -4.110 -5.020
H -25.926 -3.766 -4.953
H -26.236 -5.791 -6.067
H -28.663 -6.438 -5.469
H -27.888 -6.877 -3.829
H -27.461 -7.683 -5.410
H -25.721 -6.784 -3.421
H -25.113 -7.369 -4.809
C -18.414 -1.049 -5.620
O -19.535 -1.147 -6.476
C -19.673 -0.107 -7.380
C -20.647 -0.562 -8.464
C -20.156 -1.613 -9.416
N -21.017 0.652 -9.310
H -18.566 -1.891 -4.897
H -18.451 -0.109 -5.078
H -17.469 -1.166 -6.124
H -20.128 0.755 -6.815
H -18.700 0.198 -7.739
H -21.415 -1.014 -7.831
H -19.528 -1.061 -10.127
H -20.956 -2.110 -9.953
H -19.573 -2.405 -8.974
H -21.822 0.595 -9.944
H -21.153 1.491 -8.767
C -17.171 -6.339 -8.166
C -16.462 -5.062 -7.701
C -17.389 -3.838 -7.720
O -15.962 -5.305 -6.350
H -17.670 -6.179 -9.123
H -17.902 -6.599 -7.401
H -16.411 -7.152 -8.098
H -15.595 -4.982 -8.415
H -17.771 -3.566 -8.675
H -16.937 -2.948 -7.212
H -18.202 -4.129 -7.016
H -16.573 -4.906 -5.713
C -22.716 -2.557 -5.301
C -22.879 -3.305 -6.559
C -21.762 -4.285 -6.749
O -24.137 -3.996 -6.641
H -22.503 -3.269 -4.501
H -23.497 -1.849 -5.111
H -21.753 -2.073 -5.414
H -22.851 -2.648 -7.447
H -20.822 -3.757 -6.714
H -21.780 -4.784 -7.725
H -21.773 -5.052 -5.920
H -23.996 -4.954 -6.714
O -22.296 -8.569 -2.538
C -21.438 -8.574 -3.683
C -22.092 -7.756 -4.819
O -22.496 -6.546 -4.318
H -22.509 -7.615 -2.392
H -20.464 -8.124 -3.442
H -21.285 -9.595 -4.010
H -22.892 -8.331 -5.250
H -21.471 -7.576 -5.699
H -23.450 -6.343 -4.285
O -23.511 -9.123 -8.667
C -24.566 -8.296 -9.212
C -25.186 -7.673 -7.986
O -24.181 -6.939 -7.300
H -23.076 -9.602 -9.375
H -24.078 -7.544 -9.845
H -25.313 -8.847 -9.811
H -25.625 -8.479 -7.370
H -25.956 -6.959 -8.380
H -23.338 -7.275 -7.585
O -18.131 -4.799 -4.383
C -18.757 -6.065 -4.184
C -17.728 -7.184 -4.082
O -16.911 -7.162 -2.842
H -18.015 -4.515 -3.464
H -19.409 -6.044 -3.322
H -19.369 -6.272 -5.096
H -17.068 -7.012 -4.908
H -18.225 -8.160 -4.199
H -16.744 -8.105 -2.731
O -18.477 -3.740 -1.714
C -19.699 -3.429 -1.053
C -20.143 -1.968 -1.161
O -19.106 -1.077 -0.740
H -17.790 -3.882 -1.037
H -20.557 -4.073 -1.372
H -19.566 -3.652 0.024
H -20.991 -1.854 -0.475
H -20.434 -1.722 -2.151
H -18.407 -1.115 -1.402
```

Summary:
SMILES: COC[C@H](C)N.COC[C@H](C)N.COC[C@H](C)N.CC(C)O.CC(C)O.OCCO.OCCO.OCCO.OCCO
energy above the lowest of the compared OMol25 structures with the same formula, charge and spin: 25.0 kcal/mol
max |F|: 0.0583 hartree/bohr
electronic energy: -2176.62979 a.u.
Kohn-Sham gap: 9.7 eV
molar mass: 635.878 g/mol
LUMO energy: 0.40 eV
highest occupied orbital energy: -0.3419 Ha

Results of the Löwdin charge analysis, in e, for atoms 1 through 6: atom 1 (C): -0.15, atom 2 (O): -0.19, atom 3 (C): -0.12, atom 4 (C): -0.41, atom 5 (C): -0.07, atom 6 (N): 0.04



# 2
Computed, not measured: a 8-piece molecular cluster, C26H74N10O8 overall at a distorted geometry, with ωB97M-V with the def2-TZVPD basis set.

Structure (XYZ):
```
118
C26H74N10O8 ωB97M-V with the def2-TZVPD basis set
C 1.288 1.579 -2.501
O 0.621 1.516 -1.240
C 1.412 1.775 -0.177
C 0.599 1.772 1.152
C 1.455 2.110 2.357
N -0.015 0.485 1.453
H 1.282 0.524 -2.776
H 2.319 1.932 -2.495
H 0.708 2.174 -3.206
H 2.197 1.020 -0.144
H 1.849 2.754 -0.376
H -0.124 2.573 1.000
H 2.340 1.540 2.637
H 0.838 1.946 3.241
H 1.618 3.188 2.352
H 0.734 -0.158 1.669
H -0.355 0.058 0.604
C 2.632 -3.781 -0.178
O 2.509 -4.230 1.137
C 3.853 -4.482 1.589
C 3.685 -5.203 3.068
C 3.069 -4.302 4.207
N 5.049 -5.566 3.455
H 1.666 -3.613 -0.656
H 3.065 -4.455 -0.917
H 3.232 -2.873 -0.234
H 4.309 -5.236 0.947
H 4.546 -3.641 1.627
H 3.141 -6.138 2.936
H 2.807 -4.774 5.154
H 2.225 -3.737 3.811
H 3.626 -3.384 4.394
H 4.974 -6.343 4.096
H 5.586 -4.772 3.773
C -3.988 2.840 -2.831
O -3.887 2.411 -4.150
C -3.890 0.976 -4.426
C -3.561 0.857 -6.006
C -4.403 1.823 -6.911
N -3.627 -0.475 -6.578
H -3.446 2.195 -2.139
H -5.006 2.809 -2.443
H -3.626 3.836 -2.573
H -3.058 0.544 -3.870
H -4.865 0.510 -4.280
H -2.563 1.294 -5.975
H -4.004 2.151 -7.871
H -4.486 2.787 -6.409
H -5.404 1.413 -7.046
H -4.587 -0.788 -6.576
H -3.404 -0.268 -7.541
C 7.507 1.326 -5.817
O 8.139 0.764 -6.962
C 7.655 1.154 -8.244
C 8.545 0.505 -9.389
C 8.336 1.217 -10.778
N 8.104 -0.869 -9.618
H 8.203 1.370 -4.979
H 6.721 0.653 -5.475
H 7.133 2.335 -5.992
H 6.653 0.727 -8.275
H 7.624 2.227 -8.430
H 9.581 0.532 -9.050
H 8.955 0.805 -11.575
H 8.444 2.301 -10.729
H 7.315 1.159 -11.155
H 8.374 -1.521 -8.896
H 8.667 -1.171 -10.400
C -2.499 -6.713 3.509
O -3.674 -7.227 4.074
C -3.627 -8.671 4.115
C -5.059 -9.363 4.060
C -5.958 -9.158 5.222
N -5.070 -10.748 3.850
H -1.622 -6.964 4.105
H -2.561 -5.626 3.461
H -2.398 -7.100 2.495
H -3.184 -9.098 3.215
H -2.998 -9.008 4.939
H -5.490 -8.824 3.217
H -6.147 -8.097 5.390
H -5.754 -9.600 6.197
H -6.915 -9.563 4.893
H -6.003 -11.133 3.810
H -4.522 -11.159 4.592
C 1.317 3.874 8.681
O 0.254 4.606 9.274
C -0.173 5.686 8.414
C -1.403 6.339 9.184
C -2.536 5.197 9.296
N -1.920 7.482 8.427
H 0.922 2.945 8.271
H 2.202 3.747 9.305
H 1.626 4.360 7.754
H 0.629 6.409 8.265
H -0.492 5.319 7.438
H -1.159 6.851 10.114
H -2.714 4.936 8.252
H -3.470 5.494 9.774
H -2.116 4.329 9.803
H -1.108 7.933 8.030
H -2.323 8.149 9.070
N -3.029 8.405 -7.962
C -2.309 7.310 -7.870
N -2.427 6.765 -6.705
O -1.823 6.693 -8.781
H -2.991 8.970 -8.799
H -3.315 8.836 -7.095
H -2.845 7.222 -5.907
H -2.443 5.760 -6.801
N -4.465 -0.261 3.925
C -5.408 0.570 4.145
N -5.161 1.752 3.594
O -6.518 0.296 4.622
H -4.422 -1.055 4.548
H -3.663 -0.034 3.355
H -4.317 1.976 3.088
H -5.809 2.505 3.776
```

Summary:
SMILES: COC[C@H](C)N.COC[C@H](C)N.COC[C@H](C)N.COC[C@H](C)N.COC[C@H](C)N.COC[C@H](C)N.NC(N)=O.NC(N)=O
energy above the lowest of the compared OMol25 structures with the same formula, charge and spin: 146.7 kcal/mol
max |F|: 0.1129 hartree/bohr
electronic energy: -2184.25391 a.u.
Kohn-Sham gap: 9.2 eV
molar mass: 654.940 g/mol
LUMO energy: 0.24 eV
highest occupied orbital energy: -0.3302 Ha

Results of the Löwdin charge analysis, in e, for atoms 1 through 6: atom 1 (C): -0.08, atom 2 (O): -0.20, atom 3 (C): -0.27, atom 4 (C): -0.42, atom 5 (C): -0.08, atom 6 (N): 0.04



# 3
Computed, not measured: C26H74O12Zr as an isolated structure at a distorted geometry, with ωB97M-V with the def2-TZVPD basis set.

Structure (XYZ):
```
113
C26H74O12Zr ωB97M-V with the def2-TZVPD basis set
Zr 0.569 4.135 -0.333
C 0.589 -0.418 -0.556
C -0.431 0.642 -0.106
C -1.174 0.120 1.151
O 0.059 1.975 -0.059
H 1.183 -0.704 0.312
H 1.178 -0.106 -1.418
H 0.166 -1.400 -0.769
H -1.193 0.577 -0.883
H -1.754 -0.724 0.778
H -1.816 0.913 1.537
H -0.405 -0.201 1.854
C 0.862 4.485 -4.866
C 0.960 3.365 -3.885
C 1.978 2.264 -4.280
O 0.957 3.795 -2.526
H -0.088 4.990 -4.693
H 0.951 4.166 -5.905
H 1.745 5.071 -4.611
H 0.064 2.775 -4.078
H 1.995 2.145 -5.364
H 1.817 1.253 -3.906
H 2.950 2.707 -4.062
C -0.275 -1.154 -4.003
C -1.097 -2.219 -4.625
O -0.364 -3.322 -5.158
H -1.022 -0.506 -3.544
H 0.400 -0.585 -4.643
H 0.376 -1.646 -3.280
H -1.808 -1.722 -5.286
H -1.657 -2.675 -3.808
H -0.881 -4.111 -4.981
C 1.194 -4.424 -0.877
C 1.974 -5.452 -0.016
O 1.920 -4.963 1.286
H 0.108 -4.470 -0.794
H 1.432 -4.710 -1.901
H 1.603 -3.423 -0.736
H 2.970 -5.631 -0.420
H 1.378 -6.364 0.015
H 0.980 -4.996 1.477
C -4.859 -0.549 2.514
C -5.959 -1.476 3.086
O -5.361 -2.596 3.716
H -4.049 -0.165 3.135
H -5.433 0.346 2.276
H -4.406 -0.877 1.579
H -6.615 -1.844 2.297
H -6.563 -0.991 3.853
H -6.001 -3.161 4.155
C -0.675 -3.045 2.582
C -0.707 -4.443 3.069
O -0.647 -5.262 1.910
H 0.351 -3.008 2.217
H -0.933 -2.368 3.397
H -1.341 -2.966 1.723
H -1.611 -4.596 3.659
H 0.162 -4.789 3.628
H -1.439 -5.804 1.942
C -4.753 0.303 -1.315
C -4.100 1.681 -0.892
O -3.586 2.408 -1.965
H -5.174 -0.079 -0.385
H -4.040 -0.441 -1.671
H -5.484 0.504 -2.098
H -3.317 1.446 -0.172
H -4.859 2.292 -0.401
H -4.120 2.367 -2.762
C -3.309 5.658 -0.488
C -2.090 5.512 -1.482
O -1.524 4.255 -1.151
H -3.045 5.634 0.569
H -4.012 4.838 -0.632
H -3.960 6.500 -0.724
H -1.408 6.357 -1.573
H -2.431 5.281 -2.492
H -2.255 3.645 -1.274
C 4.320 3.059 -1.533
C 3.504 2.420 -0.486
O 2.673 3.401 0.244
H 3.718 3.759 -2.113
H 4.705 2.383 -2.296
H 5.171 3.576 -1.089
H 4.056 1.792 0.213
H 2.908 1.645 -0.969
H 3.024 3.417 1.138
C -2.064 0.483 5.186
C -0.684 0.534 4.629
O 0.200 1.388 5.318
H -2.143 0.386 6.269
H -2.621 -0.388 4.840
H -2.619 1.366 4.868
H -0.776 0.970 3.634
H -0.187 -0.415 4.427
H 0.251 2.209 4.822
C 5.312 -2.612 -0.462
C 4.344 -1.583 -1.029
O 5.077 -0.429 -1.351
H 5.967 -2.979 -1.252
H 4.785 -3.508 -0.134
H 5.939 -2.273 0.362
H 3.536 -1.284 -0.361
H 3.843 -2.032 -1.887
H 4.459 0.303 -1.422
C 4.646 -0.895 2.927
C 3.124 -0.733 3.101
O 2.897 0.461 3.669
H 5.010 -0.489 1.983
H 4.820 -1.970 2.880
H 5.208 -0.442 3.744
H 2.579 -1.431 3.736
H 2.676 -0.638 2.112
H 3.501 0.536 4.412
```

Summary:
energy above the lowest of the compared OMol25 structures with the same formula, charge and spin: 278.3 kcal/mol
max |F|: 0.2269 hartree/bohr
electronic energy: -1984.10888 a.u.
Kohn-Sham gap: 3.5 eV
molar mass: 670.090 g/mol
net charge: +2
LUMO energy: -9.23 eV
highest occupied orbital energy: -0.4663 Ha

Results of the Löwdin charge analysis, in e, for atoms 1 through 6: atom 1 (Zr): 2.15, atom 2 (C): -0.04, atom 3 (C): -0.47, atom 4 (C): -0.04, atom 5 (O): -0.30, atom 6 (H): 0.06



# 4
Computed, not measured: a 10-piece molecular cluster, C26H75N15O14 overall at a distorted geometry, with ωB97M-V with the def2-TZVPD basis set.

Structure (XYZ):
```
130
C26H75N15O14 ωB97M-V with the def2-TZVPD basis set
C 1.171 0.284 2.333
O 1.358 1.384 2.706
N 0.532 -0.656 2.887
N 1.942 -0.368 1.489
H 0.028 -0.398 3.723
H 0.688 -1.606 2.581
H 1.628 -1.139 0.917
H 2.485 0.248 0.900
C -1.685 3.198 2.482
O -1.856 3.386 1.252
N -2.406 2.452 3.287
N -0.889 3.915 3.180
H -2.053 2.375 4.230
H -3.310 2.121 2.979
H -0.311 4.548 2.646
H -0.719 3.826 4.172
C -0.210 -1.813 -4.746
O -1.209 -2.170 -4.162
N 0.836 -2.501 -5.075
N 0.030 -0.530 -4.885
H 1.600 -2.021 -5.530
H 0.649 -3.473 -4.876
H -0.582 0.037 -4.315
H 0.914 -0.189 -5.235
C 0.969 -4.308 -0.300
O 1.008 -5.270 0.453
N 1.652 -4.228 -1.444
N 0.192 -3.310 -0.074
H 1.684 -5.120 -1.916
H 1.793 -3.426 -2.041
H -0.473 -3.591 0.632
H 0.046 -2.547 -0.720
C -4.291 -1.844 -2.056
O -3.646 -2.051 -1.085
N -3.847 -1.718 -3.324
N -5.599 -1.718 -1.996
H -4.480 -1.323 -4.005
H -2.890 -1.869 -3.610
H -6.046 -1.285 -1.201
H -6.197 -1.877 -2.794
C -3.168 -3.546 2.838
O -3.148 -2.413 3.232
N -3.089 -3.808 1.540
N -3.195 -4.612 3.671
H -2.918 -4.743 1.197
H -3.231 -3.100 0.834
H -2.962 -5.549 3.376
H -3.100 -4.343 4.640
C 6.379 2.475 -1.205
O 4.960 2.305 -1.241
C 4.119 3.374 -1.413
C 2.781 2.810 -1.057
N 1.554 3.647 -1.180
C 1.179 4.225 0.115
C 0.197 5.370 0.102
O 0.680 6.479 -0.540
C -0.202 7.579 -0.650
H 6.658 2.914 -2.163
H 6.773 1.464 -1.099
H 6.593 3.156 -0.381
H 4.139 3.844 -2.396
H 4.492 4.064 -0.657
H 2.818 2.375 -0.058
H 2.456 2.102 -1.819
H 0.874 2.982 -1.520
H 2.089 4.561 0.611
H 0.753 3.457 0.761
H -0.161 5.624 1.099
H -0.719 5.114 -0.431
H 0.145 8.414 -1.259
H -0.590 7.933 0.306
H -1.123 7.363 -1.193
C -6.220 3.543 -1.479
O -6.049 2.284 -0.767
C -4.932 2.161 -0.033
C -4.881 0.910 0.874
N -5.215 1.282 2.293
C -5.166 0.091 3.118
C -5.884 0.313 4.474
O -7.287 0.083 4.491
C -7.682 -1.262 4.086
H -5.425 3.717 -2.205
H -6.474 4.434 -0.905
H -7.090 3.302 -2.090
H -4.732 3.045 0.572
H -4.154 2.119 -0.795
H -3.858 0.537 0.924
H -5.570 0.198 0.421
H -6.049 1.829 2.451
H -4.121 -0.042 3.398
H -5.517 -0.758 2.532
H -5.795 1.376 4.694
H -5.350 -0.240 5.247
H -8.670 -1.410 4.524
H -7.009 -2.073 4.362
H -7.648 -1.411 3.007
C 2.736 -0.726 -2.441
O 3.153 -1.156 -1.123
C 4.627 -1.438 -1.090
C 5.002 -2.154 0.231
N 6.413 -2.248 0.518
C 7.187 -2.901 -0.544
C 8.442 -3.488 0.025
O 8.233 -4.465 1.035
C 9.236 -5.522 1.073
H 1.668 -0.506 -2.447
H 2.993 -1.566 -3.087
H 3.312 0.108 -2.841
H 5.093 -0.453 -1.041
H 4.970 -2.001 -1.958
H 4.447 -3.092 0.206
H 4.414 -1.769 1.064
H 6.559 -2.855 1.312
H 7.283 -2.154 -1.331
H 6.698 -3.801 -0.917
H 8.997 -2.817 0.681
H 9.132 -3.781 -0.766
H 8.871 -6.268 1.778
H 10.194 -5.087 1.358
H 9.318 -5.930 0.065
C -0.807 0.137 -0.737
C -1.159 1.346 -1.792
O 0.082 1.571 -2.627
O -0.810 -1.131 -1.377
H -1.652 0.099 -0.048
H 0.129 0.293 -0.201
H -1.179 2.317 -1.298
H -2.094 1.284 -2.351
H 0.356 0.735 -3.009
H -1.603 -1.551 -1.036
```

Summary:
expectation value of S²: 0.75
max |F|: 0.1542 hartree/bohr
electronic energy: -2910.21515 a.u.
Kohn-Sham gap (spin up / spin down): 1.9 / 8.1 eV
molar mass: 821.977 g/mol
net charge: -1
multiplicity: 2
LUMO energy (spin up / spin down): 2.11 / 2.09 eV
highest occupied orbital energy (spin up / spin down): 0.0082 / -0.2216 Ha

Results of the Löwdin charge analysis, in e, for atoms 1 through 6: atom 1 (C): -0.84, atom 2 (O): 0.08, atom 3 (N): 0.18, atom 4 (N): 0.15, atom 5 (H): 0.12, atom 6 (H): 0.12